Entry 1:
83
Properties=species:S:1:pos:R:3:forces:R:3 method="wB97M-V/def2-TZVPD" largest_force_ha_per_bohr=0.0091 energy_ha=-3325.75123 de_lowest_kj_mol=27.9 homo_lumo_gap_ev=6.952 lumo_ev=-7.29 total_charge=+2 e_homo_ha=-0.5234
Pt 0.2798 -0.4188 0.3126 0.100 -0.258 0.345
O -3.1763 -2.3648 1.2443 -0.031 0.015 0.001
C -2.1835 -1.8963 0.7617 0.042 -0.066 0.069
N -1.5718 -0.6904 1.0672 -0.160 0.295 -0.322
C -1.9082 0.0996 2.1520 0.097 -0.062 0.116
O -2.8679 0.0107 2.8675 -0.040 0.015 -0.039
C -0.8864 1.2057 2.3477 -0.064 0.033 -0.061
C -1.1313 2.2108 3.2584 -0.008 -0.019 -0.005
C -0.2586 3.2873 3.3235 0.008 0.011 0.003
C 0.8126 3.3307 2.4460 0.002 -0.003 0.018
C 1.0128 2.2791 1.5696 0.072 -0.097 0.126
N 0.2016 1.2143 1.5452 -0.053 0.112 -0.101
C -1.4458 -2.5937 -0.3626 -0.039 0.037 -0.059
C -2.0002 -3.6999 -0.9673 -0.006 0.006 0.008
C -1.3940 -4.2199 -2.1025 -0.020 -0.008 -0.014
C -0.2702 -3.5885 -2.6076 0.017 0.000 0.000
C 0.2538 -2.4994 -1.9339 0.052 -0.069 0.097
N -0.2999 -2.0307 -0.8089 0.035 0.059 -0.152
H -2.0111 2.1274 3.8820 0.002 0.004 0.002
H -0.4232 4.0869 4.0332 0.003 -0.004 0.004
H 1.5051 4.1608 2.4409 -0.001 0.001 -0.009
H 1.8495 2.2655 0.8888 -0.023 0.029 -0.011
H -2.9071 -4.1103 -0.5444 0.002 -0.003 -0.002
H -1.8083 -5.0874 -2.5983 0.005 -0.005 0.006
H 0.2167 -3.9378 -3.5073 0.003 0.005 0.000
H 1.1470 -2.0001 -2.2766 -0.008 0.014 -0.033
C -1.7566 3.9472 -2.1093 -0.076 0.049 0.110
C -2.6099 2.7644 -1.9716 -0.104 -0.037 -0.016
C -3.8001 2.5360 -2.7996 -0.047 0.021 0.064
O -2.3077 1.9723 -1.0175 0.086 -0.016 -0.072
C 0.1936 1.0755 -3.5834 -0.162 0.264 0.316
O -0.6684 1.3400 -4.3108 -0.006 -0.091 -0.065
O 1.0072 0.8610 -2.7858 0.063 -0.193 -0.296
H -2.2762 4.7429 -1.5530 0.031 0.025 -0.044
H -1.6893 4.2778 -3.1428 0.026 -0.029 -0.014
H -0.7847 3.8002 -1.6441 0.009 -0.003 -0.015
H -4.6091 3.1058 -2.3173 -0.011 -0.002 -0.049
H -4.1001 1.4890 -2.8302 0.005 -0.003 0.001
H -3.6750 2.9423 -3.8003 0.015 -0.022 -0.010
H -2.9061 1.2057 -0.9202 0.000 -0.005 0.044
F 5.4072 -2.4329 5.9691 0.001 0.002 0.000
C 4.4293 -3.1733 5.4278 -0.001 -0.003 0.000
F 3.4573 -3.3001 6.3356 -0.001 0.000 0.000
F 4.9321 -4.3911 5.1851 0.000 -0.001 -0.001
C 3.9302 -2.5386 4.1505 0.000 -0.001 0.002
C 4.8339 -2.3574 3.1065 0.004 0.004 -0.001
C 4.4085 -1.7792 1.9284 -0.010 -0.032 0.006
C 3.0771 -1.3712 1.7826 0.019 -0.019 -0.031
C 2.1857 -1.5638 2.8299 -0.008 0.043 0.001
C 2.6118 -2.1486 4.0179 -0.002 0.004 0.003
P 2.5818 -0.6228 0.1986 0.237 -0.018 0.065
C 3.2358 -1.8437 -0.9834 0.012 -0.044 0.013
C 3.8570 -1.5156 -2.1857 -0.021 0.021 0.014
C 4.2078 -2.5126 -3.0836 0.012 -0.003 -0.004
C 3.9443 -3.8405 -2.7815 -0.003 0.006 -0.002
C 3.3613 -4.1835 -1.5707 0.001 0.004 0.004
C 3.0076 -3.1868 -0.6769 -0.011 -0.002 -0.005
C 4.3326 -4.9102 -3.7747 -0.002 -0.006 0.002
F 4.0455 -4.5211 -5.0271 0.000 0.001 -0.001
F 5.6432 -5.1669 -3.7198 0.001 0.000 0.001
F 3.6768 -6.0545 -3.5431 0.003 0.002 -0.001
C 3.6107 0.8797 0.0938 -0.043 0.054 0.038
C 4.2712 1.3549 1.2264 0.070 -0.055 -0.018
C 4.9338 2.5748 1.2005 0.006 0.008 -0.017
C 4.9364 3.3305 0.0411 0.003 -0.009 0.010
C 4.2883 2.8698 -1.0976 0.009 -0.010 -0.006
C 3.6223 1.6577 -1.0674 -0.074 0.018 -0.009
C 5.5870 4.6923 0.0094 -0.007 0.009 0.008
F 4.6428 5.6519 0.0961 -0.001 0.000 0.001
F 6.4342 4.8666 1.0238 0.003 -0.003 -0.002
F 6.2503 4.8892 -1.1340 0.002 -0.002 -0.005
H 5.8628 -2.6729 3.2208 0.000 0.001 -0.001
H 5.1130 -1.6469 1.1155 0.002 -0.004 0.003
H 1.1487 -1.2699 2.7319 0.006 0.002 0.004
H 1.9163 -2.3016 4.8310 -0.001 -0.001 -0.001
H 4.0906 -0.4910 -2.4324 -0.012 0.041 -0.002
H 4.6899 -2.2566 -4.0179 -0.002 0.003 0.000
H 3.1805 -5.2219 -1.3291 -0.001 0.000 0.000
H 2.5481 -3.4627 0.2650 -0.004 0.000 -0.005
H 4.2717 0.7841 2.1440 -0.009 0.007 0.001
H 5.4467 2.9314 2.0833 0.000 0.002 0.000
H 4.3058 3.4606 -2.0042 -0.004 0.001 0.000
H 3.0876 1.3378 -1.9485 0.009 -0.021 -0.004

Entry 2:
78
Properties=species:S:1:pos:R:3:forces:R:3 method="wB97M-V/def2-TZVPD" largest_force_ha_per_bohr=0.0644 energy_ha=-7940.43843 de_lowest_kj_mol=17.5 homo_lumo_gap_ev="5.000 / 8.094" lumo_ev="2.07 / 2.07" multiplicity=4 total_charge=-1 s_squared=3.800 e_homo_ha="-0.1075 / -0.2213"
V 2.2333 1.3713 0.5904 -1.193 -0.632 -0.463
C 4.3516 4.5702 -1.4779 -0.368 -2.392 1.298
C 3.4516 5.6378 -1.4482 -0.702 -0.504 -0.393
C 2.2310 5.4537 -0.8510 0.484 -1.463 0.544
C 1.8342 4.2010 -0.2754 1.491 1.136 -0.869
N 2.7439 3.1701 -0.3045 0.041 -0.652 0.301
C 3.9344 3.3626 -0.8602 0.430 1.655 -0.928
C 0.6333 3.9603 0.3800 -0.919 -0.890 0.614
C -0.4522 4.8254 0.5485 -0.012 1.864 0.558
C -1.5708 4.5016 1.2614 -0.098 0.239 -0.771
C -1.6600 3.1935 1.7200 -2.571 -0.100 1.061
C -0.5641 2.4147 1.6696 0.958 -1.185 0.226
N 0.5326 2.7504 0.9969 1.105 -1.283 0.208
H 5.3676 4.6151 -1.8201 0.105 0.182 -0.384
H 3.6715 6.4812 -2.0706 0.064 0.840 0.349
H 1.5768 6.2221 -0.6039 -1.037 1.617 -0.400
H 4.5447 2.4892 -0.8425 0.676 -0.378 -0.056
H -0.2934 5.8637 0.3277 -0.117 0.375 -0.514
H -2.3708 5.2301 1.4557 0.458 -0.349 -0.238
H -2.6046 2.8100 2.1502 0.824 0.282 0.033
H -0.5083 1.4970 2.2684 -0.075 0.129 -0.614
C 0.2362 0.8354 -2.0827 1.098 -0.798 -3.022
C 1.0832 0.6646 -0.9289 1.165 -0.570 2.588
O 0.9975 -0.2836 -0.1046 0.203 1.591 -1.572
H 0.2087 1.8453 -2.4616 0.115 0.479 0.227
H -0.7524 0.5233 -1.8673 -1.140 -0.593 0.006
H 0.6928 0.2434 -2.9905 -0.905 0.702 1.741
C -2.3931 -1.9582 3.1305 -0.128 1.187 -1.800
C -1.4968 -1.3382 2.2485 0.091 0.113 -0.086
C -1.9338 -0.8482 1.0078 -0.316 -0.672 0.469
C -3.2684 -1.0574 0.6463 -0.486 -0.267 -0.361
C -4.1792 -1.6437 1.5649 -0.349 -0.018 -1.089
C -3.7433 -2.0849 2.8107 0.516 0.477 -0.847
As -3.7935 -0.5764 -1.2561 -0.345 -0.456 0.955
C -5.5466 -1.4936 -1.3465 0.964 0.832 -0.514
C -6.7730 -1.0446 -0.8846 -0.960 -0.643 0.195
C -7.9272 -1.7329 -1.1982 -0.062 -0.595 -0.592
C -7.8756 -2.8132 -2.1041 -1.360 1.193 1.963
C -6.6793 -3.2415 -2.5496 0.994 -0.773 -1.173
C -5.4649 -2.5829 -2.2047 -1.920 -0.657 -0.095
C -4.1450 -2.9500 -2.6855 -0.904 -0.523 -0.077
C -3.8488 -4.0754 -3.4167 -0.232 -1.154 -0.835
C -2.5554 -4.3632 -3.7891 0.696 1.293 1.027
C -1.5344 -3.4681 -3.4115 0.405 -0.746 -0.059
C -1.8376 -2.3618 -2.6335 -0.010 -0.879 -1.213
C -3.1434 -2.1177 -2.2998 0.658 1.618 1.399
H -1.9925 -2.2197 4.0477 0.420 -0.825 1.791
H -0.4306 -1.2347 2.5266 -0.748 -0.017 -0.187
H -1.2056 -0.3960 0.3382 -0.231 -0.079 0.105
H -5.2469 -1.8194 1.2587 1.235 0.266 0.355
H -4.4642 -2.5260 3.4637 -0.171 -0.251 0.506
H -6.9570 -0.2334 -0.2191 0.692 0.739 0.413
H -8.8683 -1.4685 -0.7310 0.004 0.183 -0.150
H -8.8099 -3.3284 -2.3103 0.259 -0.059 -0.269
H -6.8092 -4.0974 -3.2238 1.034 0.227 0.120
H -4.6020 -4.7988 -3.7281 -0.132 0.306 0.260
H -2.3534 -5.3040 -4.2252 0.355 -0.657 -0.737
H -0.4679 -3.6438 -3.6395 -0.767 -0.092 -0.033
H -1.0351 -1.7227 -2.4074 0.734 0.863 0.634
F 3.0497 1.9593 2.5979 -0.236 -0.584 0.878
B 2.3198 0.9331 3.3743 1.032 -1.462 -1.041
F 1.7015 0.1902 2.2806 -0.290 0.422 -0.186
F 1.3895 1.4309 4.1773 -0.902 1.074 0.798
F 3.0806 -0.0434 4.0123 0.503 0.915 0.026
Br 9.7105 -2.2887 0.5560 0.230 -0.236 -0.165
C 7.9473 -1.9102 1.1467 1.102 -0.296 1.714
C 7.6699 -2.0831 2.5089 -0.018 0.569 -0.562
C 6.4540 -1.6291 2.9973 0.404 -1.069 0.592
C 5.4984 -1.1125 2.1711 0.128 0.220 -1.448
C 5.8238 -0.9702 0.8238 0.112 0.731 -0.563
C 7.0715 -1.3303 0.3059 -1.232 0.206 -0.749
C 4.8420 -0.3437 -0.1509 -0.033 -2.227 -1.207
O 4.9727 -0.6289 -1.3661 -0.319 1.279 1.580
O 3.8775 0.2162 0.4530 -0.494 1.134 -0.355
H 8.4273 -2.4707 3.1618 0.156 -0.224 0.196
H 6.1961 -1.7841 4.0281 0.138 0.031 0.439
H 4.5205 -0.8445 2.5181 -0.146 0.210 0.133
H 7.2812 -1.1947 -0.7543 -0.150 0.069 0.312

Entry 3:
74
Properties=species:S:1:pos:R:3:forces:R:3 method="wB97M-V/def2-TZVPD" largest_force_ha_per_bohr=0.0231 energy_ha=-5563.62708 de_lowest_kj_mol=157.9 homo_lumo_gap_ev=5.107 lumo_ev=4.02 total_charge=-2 e_homo_ha=-0.0400
Pt 1.5600 -1.4116 1.8251 -0.310 -1.106 0.301
Cl -0.2264 -4.7619 7.9578 -0.003 -0.007 -0.002
C 0.0694 -3.6406 6.6378 -0.004 -0.028 -0.035
C 0.7415 -2.4392 6.8934 0.003 0.035 0.005
C 0.9782 -1.5556 5.8752 0.008 -0.008 -0.005
C 0.5660 -1.8125 4.5336 -0.063 0.086 0.124
O 0.7745 -0.9013 3.6524 0.060 0.118 -0.157
C -0.1115 -3.0476 4.3096 0.022 0.011 -0.032
C -0.6261 -3.4475 3.0134 0.163 -0.127 0.157
O -0.5296 -2.8509 1.9615 -0.294 0.240 -0.261
C -0.3460 -3.9373 5.3695 0.027 -0.004 0.050
H 1.0801 -2.2236 7.8995 0.001 0.006 -0.007
H 1.5141 -0.6313 6.0433 0.003 -0.006 -0.003
H -1.1365 -4.4343 3.0201 -0.096 0.020 0.020
H -0.8648 -4.8682 5.1679 -0.008 0.007 0.004
Te -2.0560 -0.6135 -0.5171 0.271 0.089 0.219
C -3.1244 0.3617 -2.1032 -0.045 -0.030 -0.143
C -3.9634 1.4544 -1.9071 0.035 -0.057 0.068
C -4.6839 1.9692 -2.9744 -0.041 0.008 -0.047
N -4.6462 1.4727 -4.2120 -0.012 0.012 0.049
C -3.8552 0.4152 -4.3946 0.044 0.008 0.004
C -3.0909 -0.1647 -3.3925 0.028 0.003 -0.026
C -0.2217 0.4260 -0.4388 0.142 -0.324 0.338
P 1.2735 -0.3234 -1.0165 -0.303 0.425 -0.443
C 1.5222 -2.0804 -0.4298 -0.182 0.423 0.310
C 0.6325 -3.1683 -0.6747 0.052 -0.011 0.068
C 0.9370 -4.4293 -0.2475 0.014 0.013 -0.101
C 2.1316 -4.6936 0.4613 0.021 0.039 -0.008
C 3.0160 -3.6803 0.6943 -0.042 -0.030 -0.006
C 2.7326 -2.3546 0.2429 0.273 0.092 -0.261
C 0.8304 -0.6487 -2.7861 0.235 -0.113 0.008
C 1.2836 -1.7657 -3.4917 0.010 -0.014 -0.056
C 1.0278 -1.9170 -4.8495 0.024 0.001 0.049
C 0.3308 -0.9377 -5.5434 -0.027 0.023 -0.016
C -0.1046 0.1923 -4.8613 0.015 -0.010 -0.053
C 0.1384 0.3287 -3.5041 0.027 -0.051 0.001
P -0.2391 1.6510 0.9172 -0.038 -0.038 -0.403
C 1.3851 2.5416 0.7377 0.021 -0.001 0.124
C 1.5528 3.8405 0.2545 -0.041 0.000 -0.040
C 2.8033 4.4493 0.2383 0.017 0.006 0.000
C 3.9186 3.7747 0.7123 -0.066 -0.008 -0.015
C 3.7641 2.4925 1.2224 0.044 -0.014 0.026
C 2.5151 1.8929 1.2448 -0.043 0.162 0.018
C -1.3297 2.9606 0.1632 0.018 0.046 0.074
C -1.2513 3.3517 -1.1726 -0.066 -0.029 -0.002
C -2.0401 4.3777 -1.6680 -0.021 -0.064 -0.035
C -2.9561 5.0150 -0.8374 -0.021 -0.006 0.016
C -3.0687 4.6183 0.4874 -0.008 0.009 -0.011
C -2.2546 3.6028 0.9806 0.001 0.013 -0.018
H -4.0624 1.9012 -0.9273 0.056 0.095 0.058
H -5.3301 2.8306 -2.8254 0.022 -0.013 0.002
H -3.8206 0.0120 -5.4035 -0.008 0.000 0.009
H -2.4514 -1.0082 -3.6249 -0.050 0.014 0.021
H -0.2790 -2.9841 -1.2251 -0.072 0.027 0.035
H 0.2504 -5.2431 -0.4568 -0.008 0.010 0.011
H 2.3396 -5.6960 0.8166 0.005 -0.006 -0.003
H 3.9411 -3.8368 1.2323 0.001 0.001 0.001
H 3.5501 -1.6419 0.2065 0.009 -0.006 0.038
H 1.8429 -2.5354 -2.9729 -0.011 -0.012 0.006
H 1.3774 -2.8049 -5.3653 -0.002 0.001 -0.001
H 0.1234 -1.0542 -6.6012 0.011 0.000 -0.001
H -0.6607 0.9614 -5.3859 0.004 0.006 0.004
H -0.2301 1.1914 -2.9644 -0.014 -0.034 -0.027
H 0.7060 4.4050 -0.1104 -0.015 -0.009 -0.017
H 2.8975 5.4594 -0.1469 0.000 0.000 -0.001
H 4.8945 4.2478 0.6967 0.000 0.001 0.000
H 4.6097 1.9459 1.6235 -0.035 -0.056 0.000
H 2.4290 0.9068 1.6871 0.044 0.064 -0.038
H -0.5552 2.8301 -1.8180 0.035 0.040 0.017
H -1.9563 4.6698 -2.7090 -0.007 -0.001 0.003
H -3.5850 5.8081 -1.2263 0.000 -0.006 0.003
H -3.7902 5.0986 1.1393 0.003 0.007 -0.002
H -2.3350 3.2938 2.0173 0.004 -0.002 0.004
Se 3.7417 -1.2053 2.8493 0.183 0.068 0.031